No. 1
{
  "formula": "C60H48FGeIN4P3Pb",
  "method": "ωB97M-V with the def2-TZVPD basis set",
  "de_lowest_kj_mol": 0.0,
  "charge": 1,
  "homo_lumo_gap_ev": 5.75,
  "homo_energy_ev": -8.92,
  "total_energy_ev": -169402.020,
  "e_lumo_ev": -3.17,
  "elements": ["Pb", "F", "Ge", "C", "C", "C", "C", "C", "C", "P", "C", "C", "C", "C", "C", "C", "C", "C", "C", "C", "C", "C", "C", "C", "C", "C", "C", "C", "P", "C", "C", "C", "C", "C", "C", "C", "C", "C", "C", "C", "C", "C", "C", "C", "C", "C", "C", "P", "C", "C", "C", "C", "C", "C", "C", "C", "C", "C", "C", "C", "H", "H", "H", "H", "H", "H", "H", "H", "H", "H", "H", "H", "H", "H", "H", "H", "H", "H", "H", "H", "H", "H", "H", "H", "H", "H", "H", "H", "H", "H", "H", "H", "H", "H", "H", "H", "H", "H", "H", "H", "H", "H", "N", "C", "C", "N", "C", "C", "N", "C", "C", "N", "H", "H", "H", "H", "H", "H", "I"],
  "xyz": [[-2.159, 0.496, -1.049], [2.132, -2.203, 1.766], [0.951, -0.864, 1.699], [-0.044, -1.107, 3.375], [0.483, -1.907, 4.433], [-0.157, -1.956, 5.689], [-1.279, -1.105, 5.953], [-1.691, -0.245, 4.960], [-1.162, -0.302, 3.622], [-2.146, 0.455, 2.310], [-3.890, 0.010, 2.632], [-4.636, 0.615, 3.682], [-5.956, 0.257, 3.922], [-6.535, -0.766, 3.149], [-5.831, -1.358, 2.130], [-4.451, -1.065, 1.897], [-1.998, 2.232, 2.637], [-0.788, 2.706, 3.246], [-0.670, 4.070, 3.549], [-1.632, 4.974, 3.102], [-2.808, 4.516, 2.512], [-2.925, 3.172, 2.190], [2.238, 0.658, 2.025], [2.454, 0.776, 3.416], [3.500, 1.460, 3.991], [4.481, 2.001, 3.164], [4.308, 1.973, 1.764], [3.213, 1.302, 1.181], [3.104, 1.342, -0.640], [3.081, 3.120, -1.022], [2.546, 4.032, -0.086], [2.363, 5.386, -0.456], [2.404, 5.718, -1.806], [2.969, 4.856, -2.747], [3.246, 3.524, -2.344], [4.809, 1.001, -1.241], [5.742, 1.873, -1.842], [6.934, 1.371, -2.395], [7.327, 0.036, -2.228], [6.509, -0.786, -1.448], [5.295, -0.254, -0.962], [-0.208, -1.978, 0.449], [-1.363, -2.589, 0.986], [-1.631, -3.940, 0.697], [-1.032, -4.601, -0.350], [-0.051, -3.874, -1.061], [0.386, -2.598, -0.628], [1.711, -1.750, -1.454], [2.854, -3.071, -1.968], [3.550, -3.776, -0.941], [4.287, -4.874, -1.311], [4.410, -5.258, -2.662], [3.758, -4.519, -3.694], [3.051, -3.399, -3.362], [0.812, -1.292, -3.017], [1.505, -0.500, -3.943], [0.893, -0.041, -5.105], [-0.371, -0.474, -5.438], [-1.075, -1.305, -4.587], [-0.511, -1.706, -3.389], [1.359, -2.491, 4.204], [0.221, -2.567, 6.500], [-1.772, -1.031, 6.948], [-2.413, 0.535, 5.137], [-4.184, 1.498, 4.227], [-6.543, 0.687, 4.752], [-7.530, -1.178, 3.349], [-6.350, -2.155, 1.521], [-3.931, -1.628, 1.123], [0.037, 2.008, 3.393], [0.142, 4.426, 4.132], [-1.449, 6.010, 3.327], [-3.585, 5.207, 2.190], [-3.818, 2.749, 1.658], [1.741, 0.380, 4.124], [3.529, 1.586, 5.068], [5.407, 2.403, 3.606], [4.943, 2.536, 1.104], [2.331, 3.670, 0.895], [2.161, 6.166, 0.284], [1.935, 6.644, -2.099], [3.118, 5.163, -3.769], [3.543, 2.821, -3.122], [5.601, 2.989, -1.868], [7.589, 1.949, -2.972], [8.193, -0.385, -2.740], [6.779, -1.767, -1.079], [4.677, -0.961, -0.406], [-1.904, -2.217, 1.859], [-2.407, -4.501, 1.300], [-1.289, -5.603, -0.663], [0.293, -4.237, -2.037], [3.380, -3.449, 0.073], [4.737, -5.468, -0.554], [5.003, -6.116, -2.917], [3.752, -4.846, -4.675], [2.536, -2.748, -4.129], [2.533, -0.271, -3.819], [1.457, 0.541, -5.788], [-0.713, -0.109, -6.398], [-2.096, -1.704, -4.897], [-1.181, -2.131, -2.630], [-5.657, -1.925, -2.804], [-4.964, -3.119, -2.561], [-3.915, -2.780, -1.767], [-3.905, -1.412, -1.458], [-5.054, -0.926, -2.096], [-5.345, 0.500, -2.098], [-4.501, 1.449, -1.558], [-5.161, 2.675, -1.717], [-6.375, 2.465, -2.297], [-6.467, 1.065, -2.522], [-6.385, -1.827, -3.504], [-5.425, -4.042, -2.857], [-3.140, -3.406, -1.355], [-4.632, 3.546, -1.302], [-7.156, 3.208, -2.487], [-7.231, 0.624, -3.019], [-0.826, 3.030, -1.765]],
  "lowdin_charge": [0.85, -0.28, 0.96, -0.31, -0.07, -0.04, -0.06, -0.08, -0.40, 1.00, -0.36, -0.10, -0.07, -0.10, -0.09, -0.09, -0.38, -0.05, -0.06, -0.07, -0.08, -0.13, -0.21, -0.14, -0.07, -0.05, -0.07, -0.38, 1.05, -0.43, -0.11, -0.08, -0.11, -0.07, -0.14, -0.38, -0.08, -0.08, -0.08, -0.07, -0.13, -0.32, -0.14, -0.10, -0.08, -0.06, -0.46, 1.05, -0.35, -0.10, -0.09, -0.05, -0.08, -0.08, -0.33, -0.11, -0.07, -0.09, -0.10, -0.13, 0.10, 0.10, 0.12, 0.09, 0.12, 0.12, 0.11, 0.12, 0.06, 0.08, 0.10, 0.10, 0.11, 0.11, 0.08, 0.11, 0.12, 0.11, 0.08, 0.11, 0.10, 0.10, 0.10, 0.12, 0.08, 0.10, 0.10, 0.08, 0.07, 0.13, 0.11, 0.12, 0.09, 0.09, 0.09, 0.08, 0.11, 0.10, 0.10, 0.11, 0.13, 0.06, 0.11, -0.04, -0.12, -0.03, -0.23, -0.28, -0.03, -0.10, -0.04, 0.12, 0.17, 0.12, 0.09, 0.12, 0.13, 0.17, -0.04]
}

No. 2
{
  "formula": "C38H36O5PtS6",
  "method": "ωB97M-V with the def2-TZVPD basis set",
  "de_lowest_kj_mol": 97.1,
  "s2": 2.008,
  "charge": -2,
  "homo_lumo_gap_ev": [4.81, 4.95],
  "multiplicity": 3,
  "homo_energy_ev": [-0.94, -1.08],
  "total_energy_ev": -118485.974,
  "e_lumo_ev": [3.87, 3.87],
  "elements": ["Pt", "C", "C", "C", "O", "C", "C", "O", "C", "O", "C", "C", "C", "C", "C", "C", "C", "C", "C", "C", "C", "C", "C", "O", "C", "C", "C", "C", "C", "C", "C", "C", "C", "C", "C", "C", "H", "H", "H", "H", "H", "H", "H", "H", "H", "H", "H", "H", "H", "H", "H", "H", "H", "H", "H", "H", "H", "H", "H", "H", "H", "H", "H", "H", "S", "C", "S", "C", "C", "S", "S", "S", "O", "S", "C", "C", "C", "C", "H", "H", "H", "H", "H", "H", "H", "H"],
  "xyz": [[1.709, 0.198, 0.519], [-4.632, -0.676, -1.931], [-3.985, -0.847, -0.555], [-5.011, -1.298, 0.484], [-3.418, 0.364, -0.125], [-1.993, 0.274, -0.259], [-1.746, -1.229, -0.095], [-2.945, -1.794, -0.656], [-0.459, -1.886, -0.705], [0.597, -1.727, 0.156], [-0.223, -1.398, -2.150], [1.036, -0.988, -2.559], [1.274, -0.613, -3.875], [0.251, -0.656, -4.807], [-1.009, -1.089, -4.416], [-1.240, -1.467, -3.103], [-0.703, -3.418, -0.789], [-0.067, -4.185, -1.765], [-0.248, -5.559, -1.832], [-1.067, -6.205, -0.918], [-1.660, -5.461, 0.092], [-1.471, -4.089, 0.159], [-1.299, 1.216, 0.765], [-0.016, 1.488, 0.344], [-1.437, 0.585, 2.159], [-0.363, -0.030, 2.784], [-0.502, -0.630, 4.025], [-1.730, -0.623, 4.669], [-2.816, -0.020, 4.049], [-2.673, 0.580, 2.807], [-1.910, 2.627, 0.756], [-2.381, 3.210, -0.417], [-2.626, 4.573, -0.488], [-2.409, 5.387, 0.614], [-1.972, 4.812, 1.799], [-1.723, 3.451, 1.866], [-5.512, -0.038, -1.850], [-4.918, -1.651, -2.326], [-3.916, -0.208, -2.606], [-5.775, -0.528, 0.602], [-4.507, -1.450, 1.438], [-5.475, -2.230, 0.161], [-1.684, 0.589, -1.263], [-1.710, -1.456, 0.975], [1.837, -0.992, -1.834], [2.265, -0.282, -4.161], [0.435, -0.366, -5.835], [-1.814, -1.139, -5.142], [-2.212, -1.834, -2.805], [0.587, -3.702, -2.478], [0.243, -6.126, -2.615], [-1.229, -7.275, -0.982], [-2.287, -5.952, 0.828], [-1.932, -3.539, 0.967], [0.600, -0.057, 2.266], [0.358, -1.101, 4.487], [-1.842, -1.090, 5.641], [-3.782, -0.010, 4.544], [-3.519, 1.055, 2.328], [-2.539, 2.596, -1.295], [-2.972, 5.012, -1.417], [-2.542, 6.459, 0.541], [-1.799, 5.434, 2.669], [-1.336, 3.025, 2.783], [1.223, 7.315, -0.173], [1.606, 5.712, 0.024], [1.814, 4.607, -1.282], [2.272, 3.198, -0.346], [2.254, 3.351, 0.997], [2.570, 2.109, 2.150], [1.854, 4.965, 1.560], [2.752, 1.763, -1.190], [4.046, -0.772, 0.607], [5.072, -0.191, -0.310], [6.584, -1.230, 0.101], [7.700, -0.277, 0.489], [7.012, 0.800, 1.322], [5.840, 1.274, 0.483], [6.821, -1.850, -0.764], [6.266, -1.860, 0.931], [8.133, 0.182, -0.404], [8.501, -0.782, 1.036], [7.681, 1.622, 1.585], [6.642, 0.354, 2.249], [6.146, 1.918, -0.345], [5.057, 1.769, 1.057]],
  "lowdin_charge": [0.80, 0.01, -0.60, 0.01, -0.02, -0.15, -0.15, -0.04, -0.45, -0.26, -0.15, -0.06, -0.09, -0.12, -0.10, -0.04, -0.10, -0.02, -0.10, -0.13, -0.10, -0.02, -0.44, -0.29, -0.15, -0.05, -0.07, -0.12, -0.10, -0.04, -0.12, -0.02, -0.09, -0.12, -0.10, -0.03, 0.08, 0.09, 0.08, 0.08, 0.08, 0.08, 0.16, 0.14, 0.07, 0.10, 0.09, 0.09, 0.10, 0.11, 0.09, 0.08, 0.09, 0.11, 0.02, 0.10, 0.08, 0.09, 0.12, 0.11, 0.09, 0.09, 0.10, 0.12, 0.37, -1.53, 0.87, -1.16, -1.18, 0.48, 0.86, 0.50, -0.64, 0.85, -0.31, -0.27, -0.25, -0.34, 0.07, 0.09, 0.11, 0.10, 0.11, 0.12, 0.09, 0.03]
}

No. 3
{
  "formula": "C3H10N2O2",
  "method": "ωB97M-V with the def2-TZVPD basis set",
  "de_lowest_kj_mol": 290.7,
  "s2": 0.755,
  "charge": 1,
  "homo_lumo_gap_ev": [10.38, 4.53],
  "multiplicity": 2,
  "homo_energy_ev": [-14.10, -14.08],
  "total_energy_ev": -10337.878,
  "e_lumo_ev": [-3.72, -9.55],
  "elements": ["C", "C", "C", "N", "O", "N", "H", "H", "H", "H", "H", "H", "H", "H", "H", "H", "O"],
  "xyz": [[-0.476, 0.202, 1.754], [0.226, -0.386, 0.524], [-0.730, -1.193, -0.265], [-1.001, -0.591, -1.494], [-0.873, -2.348, 0.048], [0.510, 0.894, 2.533], [-1.129, -0.585, 2.408], [-1.338, 0.841, 1.340], [1.000, -0.973, 1.097], [0.723, 0.325, -0.146], [-1.820, -0.920, -2.089], [-0.967, 0.352, -1.571], [1.306, 0.483, 2.625], [0.226, 1.132, 3.484], [1.933, 1.592, -3.099], [2.173, 2.568, -1.876], [1.774, 2.514, -2.739]],
  "lowdin_charge": [-0.14, -0.12, -0.55, 0.19, 0.12, 0.33, 0.25, 0.19, 0.15, 0.13, 0.16, 0.05, 0.06, 0.17, 0.07, 0.01, -0.08]
}

No. 4
{
  "formula": "C18H26N3NdO8P2",
  "method": "ωB97M-V with the def2-TZVPD basis set",
  "de_lowest_kj_mol": 84.6,
  "s2": 3.753,
  "charge": 2,
  "homo_lumo_gap_ev": [5.17, 5.29],
  "multiplicity": 4,
  "homo_energy_ev": [-13.63, -13.64],
  "total_energy_ev": -73771.826,
  "e_lumo_ev": [-8.46, -8.34],
  "elements": ["Nd", "P", "C", "C", "N", "C", "C", "C", "C", "C", "P", "H", "H", "H", "H", "H", "H", "H", "H", "O", "H", "H", "O", "H", "C", "H", "H", "H", "C", "H", "H", "H", "C", "H", "H", "H", "C", "H", "H", "H", "O", "C", "O", "C", "C", "C", "C", "C", "C", "N", "O", "O", "N", "O", "O", "H", "H", "H"],
  "xyz": [[0.214, -0.767, -0.249], [-2.772, -0.292, -1.100], [-2.116, 0.326, -2.662], [-0.838, 0.815, -3.108], [0.349, 0.482, -2.459], [1.544, 0.813, -3.023], [1.627, 1.581, -4.180], [0.454, 1.869, -4.874], [-0.773, 1.448, -4.384], [2.818, 0.404, -2.323], [2.926, -1.202, -1.462], [-1.707, 1.613, -4.946], [2.594, 1.930, -4.543], [0.499, 2.434, -5.806], [3.596, 0.345, -3.079], [3.154, 1.183, -1.611], [-1.865, -1.185, -3.598], [-2.949, 0.786, -3.251], [-0.812, -2.769, -2.856], [-2.069, -2.079, -4.001], [-2.250, -1.908, -4.932], [-1.934, -1.281, -0.254], [-0.283, -2.735, -1.985], [0.633, -2.928, -2.345], [3.684, -2.295, -2.751], [4.698, -1.887, -2.943], [3.786, -3.331, -2.365], [3.079, -2.309, -3.673], [4.424, -0.851, -0.450], [4.543, -1.639, 0.313], [5.273, -0.866, -1.165], [4.298, 0.138, 0.009], [-3.794, 1.237, -0.747], [-4.780, 1.180, -1.225], [-3.969, 1.353, 0.331], [-3.327, 2.165, -1.121], [-4.136, -1.292, -1.749], [-4.845, -1.606, -0.962], [-4.732, -0.707, -2.466], [-3.749, -2.164, -2.267], [0.627, -0.997, 2.182], [0.091, 0.137, 2.497], [-0.437, 0.839, 1.541], [0.030, 0.530, 3.969], [-0.615, 1.693, 4.440], [-0.691, 1.971, 5.845], [-0.056, 1.088, 6.742], [0.667, -0.028, 6.275], [0.708, -0.293, 4.870], [1.279, -0.931, 7.227], [1.107, -0.695, 8.448], [1.933, -1.909, 6.812], [-1.497, 3.069, 6.327], [-2.048, 3.840, 5.488], [-1.653, 3.204, 7.565], [-1.076, 2.393, 3.741], [-0.131, 1.230, 7.808], [1.267, -1.145, 4.481]],
  "lowdin_charge": [1.90, 0.92, -0.34, -0.35, -0.06, -0.34, -0.02, -0.02, -0.01, -0.32, 0.77, 0.13, 0.13, 0.13, 0.10, 0.11, -0.02, 0.12, 0.07, -0.09, 0.08, 0.01, -0.19, 0.06, -0.24, 0.06, 0.07, 0.06, -0.24, 0.06, 0.07, 0.05, -0.17, 0.08, 0.06, 0.08, -0.22, 0.08, 0.09, 0.05, -0.18, -0.54, -0.18, -0.11, 0.11, -0.09, 0.13, -0.08, 0.09, -0.31, 0.09, 0.09, -0.30, 0.07, 0.10, 0.13, 0.14, 0.13]
}

No. 5
{
  "formula": "C4H4O4",
  "method": "ωB97M-V with the def2-TZVPD basis set",
  "de_lowest_kj_mol": 390.9,
  "homo_lumo_gap_ev": 8.90,
  "homo_energy_ev": -8.35,
  "total_energy_ev": -12399.253,
  "e_lumo_ev": 0.55,
  "elements": ["C", "C", "C", "C", "O", "O", "O", "O", "H", "H", "H", "H"],
  "xyz": [[-2.266, 1.733, -0.588], [-0.198, 1.189, 1.043], [-3.593, -0.782, 0.252], [0.336, -0.514, -0.443], [-2.648, -1.429, 0.355], [-2.649, 2.728, -0.215], [-4.581, -0.194, 0.158], [0.606, 0.281, 0.755], [0.123, 1.546, 2.074], [-0.686, -0.482, -0.445], [0.893, -0.136, -1.313], [0.833, -1.540, -0.070]],
  "lowdin_charge": [-0.04, -0.02, -0.46, -0.03, 0.20, 0.04, 0.20, -0.18, 0.05, -0.01, 0.10, 0.15]
}

No. 6
{
  "formula": "C4H31N2O9",
  "method": "ωB97M-V with the def2-TZVPD basis set",
  "de_lowest_kj_mol": 182.6,
  "charge": 1,
  "homo_lumo_gap_ev": 10.09,
  "homo_energy_ev": -12.57,
  "total_energy_ev": -26054.106,
  "e_lumo_ev": -2.49,
  "elements": ["C", "C", "C", "C", "N", "N", "H", "H", "H", "H", "H", "H", "H", "H", "H", "H", "H", "H", "H", "H", "H", "O", "H", "H", "O", "H", "H", "O", "H", "H", "O", "H", "H", "O", "H", "H", "O", "H", "H", "O", "H", "H", "O", "H", "H", "O"],
  "xyz": [[-1.644, 2.113, -1.860], [-0.313, 2.923, -1.703], [0.687, 2.622, -0.610], [0.070, 2.737, 0.827], [0.708, 1.664, 1.640], [-1.570, 0.755, -1.231], [-2.410, 2.554, -1.191], [-1.969, 2.085, -2.901], [-0.696, 3.945, -1.775], [0.153, 2.833, -2.684], [0.860, 1.529, -0.684], [1.438, 3.430, -0.577], [-1.015, 2.561, 0.803], [0.380, 3.724, 1.212], [0.075, 0.952, 1.998], [1.161, 2.065, 2.450], [-0.722, 0.189, -1.492], [-2.440, 0.224, -1.369], [-1.614, 0.816, -0.206], [0.897, -0.870, -2.501], [0.088, -0.554, -3.773], [-0.020, -0.742, -2.834], [3.304, -0.176, 0.916], [2.243, 0.858, 0.720], [3.003, 0.453, 0.246], [-1.912, -2.476, -0.643], [-1.878, -2.277, 0.863], [-2.248, -1.887, 0.036], [1.278, -1.308, 1.043], [1.853, -2.662, 0.688], [1.507, -2.155, 1.444], [-0.881, -3.533, 2.847], [-0.006, -2.762, 1.836], [-0.949, -2.867, 2.150], [3.037, -0.680, -1.233], [2.856, -2.138, -1.607], [2.357, -1.317, -1.544], [-2.956, 0.670, 1.921], [-3.591, -0.290, 1.015], [-3.319, 0.636, 1.041], [-1.811, 0.047, 3.582], [-1.348, -1.213, 2.733], [-1.410, -0.232, 2.756], [2.273, -4.547, -0.854], [3.638, -3.819, -1.027], [2.854, -3.880, -0.470]],
  "lowdin_charge": [-0.13, -0.19, -0.18, -0.22, -0.01, 0.13, 0.13, 0.13, 0.12, 0.11, 0.09, 0.13, 0.10, 0.12, 0.04, 0.09, 0.11, 0.15, 0.09, 0.02, 0.07, -0.06, 0.05, -0.01, -0.09, 0.05, 0.00, -0.06, 0.04, 0.03, -0.03, 0.09, 0.03, -0.08, 0.05, 0.02, -0.07, 0.01, 0.04, -0.06, 0.07, 0.03, -0.07, 0.08, 0.07, -0.03]
}

> Number 1 is which compound?

C60H48FGeIN4P3Pb